[1]
{
  "formula": "C24H11Cl3ILiN6O3S2",
  "method": "wB97M-V/def2-TZVPD",
  "symbols": ["Li", "Cl", "C", "C", "C", "I", "C", "O", "C", "N", "C", "C", "C", "C", "H", "H", "H", "H", "S", "N", "C", "C", "C", "C", "C", "N", "C", "C", "N", "C", "C", "C", "C", "C", "N", "H", "H", "H", "H", "H", "H", "Cl", "C", "Cl", "C", "O", "O", "H", "S", "C", "N"],
  "coordinates": [[-0.474, -0.365, 0.006], [-7.234, 1.760, 1.765], [-5.668, 1.598, 1.151], [-4.922, 2.730, 0.805], [-3.554, 2.630, 0.454], [-2.656, 4.296, -0.366], [-2.823, 1.444, 0.520], [-1.620, 1.364, 0.171], [-3.577, 0.300, 0.939], [-2.917, -0.857, 1.056], [-3.534, -1.925, 1.502], [-4.904, -1.972, 1.731], [-5.639, -0.857, 1.523], [-5.021, 0.354, 1.187], [-5.453, 3.672, 0.882], [-2.900, -2.831, 1.517], [-5.286, -2.940, 2.081], [-6.749, -0.824, 1.627], [7.169, 1.881, -1.700], [6.067, 2.589, -0.736], [4.934, 1.897, -0.815], [3.667, 2.150, -0.153], [3.525, 3.155, 0.795], [2.368, 3.359, 1.450], [1.352, 2.459, 1.157], [1.451, 1.488, 0.241], [2.632, 1.233, -0.330], [2.726, 0.121, -1.335], [1.664, -0.691, -1.557], [1.611, -1.569, -2.523], [2.702, -1.764, -3.320], [3.837, -1.005, -3.113], [3.900, -0.045, -2.086], [5.049, 0.781, -1.697], [6.274, 0.657, -2.312], [4.373, 3.851, 0.949], [2.282, 4.071, 2.237], [0.397, 2.448, 1.726], [0.747, -2.211, -2.410], [2.751, -2.584, -4.103], [4.750, -1.159, -3.714], [2.476, -3.888, 2.564], [0.644, -3.596, 2.439], [-0.288, -5.021, 2.767], [0.361, -2.874, 1.108], [0.403, -3.583, 0.089], [0.188, -1.610, 1.285], [0.498, -2.962, 3.277], [-2.389, -2.615, -3.984], [-1.787, -1.619, -2.822], [-1.401, -0.921, -1.922]],
  "atomic_forces_ev_per_a": [[-0.46, 0.19, -0.49], [-1.60, 0.26, 0.39], [2.26, 1.07, -0.73], [-0.24, -1.14, 0.35], [-1.93, 0.70, 0.35], [0.33, 0.36, -0.03], [1.05, 0.29, -0.91], [0.41, -0.10, 0.46], [-2.27, -1.00, 0.62], [0.39, 0.09, 0.24], [1.18, -0.33, -0.93], [0.21, -1.46, 0.47], [-1.83, 0.72, 0.25], [1.91, -0.26, -0.16], [0.29, 0.17, -0.28], [-0.48, 0.41, 0.33], [-0.30, 0.57, -0.30], [0.99, -0.28, 0.10], [-0.67, -0.22, 0.04], [-0.12, -0.02, 0.14], [0.70, -0.49, -0.58], [0.99, -0.53, 0.52], [2.07, 1.44, -0.79], [-0.79, -0.97, 0.32], [-1.32, -0.98, -0.06], [-0.04, -0.44, 1.08], [-1.02, 0.54, -0.90], [-0.55, -0.66, -0.56], [0.03, 2.37, 1.64], [-0.32, -0.52, 1.74], [1.59, -1.25, -2.20], [1.22, 0.15, -0.10], [-0.47, 0.04, 0.61], [1.33, -0.68, -2.38], [-1.63, 0.81, 1.61], [-0.44, -0.62, -0.08], [-0.20, 0.53, 0.30], [0.55, 0.25, -0.74], [-0.17, -0.10, -0.77], [-0.31, 1.20, 1.01], [-0.62, 0.00, 0.30], [-0.71, -0.20, -0.16], [1.27, 0.54, 0.38], [-0.23, -0.80, -0.17], [0.09, 0.90, -0.90], [-0.19, 0.95, 0.82], [0.28, -2.04, -0.32], [-0.26, 0.64, 0.44], [0.02, -0.13, -0.39], [0.95, 2.22, 3.19], [-0.95, -2.16, -2.75]],
  "lumo_energy_ev": 3.25,
  "relative_energy_kcal_mol": 20.3,
  "molar_mass_g_mol": 735.7,
  "total_charge": -2,
  "e_homo_ha": -0.0719,
  "e_tot_ha": -3957.84936,
  "homo_lumo_gap_ha": 0.1914
}

[2]
{
  "formula": "C15H18IN4O2PtS",
  "method": "wB97M-V/def2-TZVPD",
  "symbols": ["Pt", "C", "C", "O", "C", "C", "C", "N", "N", "C", "O", "C", "C", "C", "C", "C", "C", "H", "H", "H", "H", "H", "H", "H", "H", "H", "H", "H", "H", "S", "C", "N", "C", "C", "N", "H", "H", "H", "H", "H", "H", "I"],
  "coordinates": [[0.561, 0.813, 0.148], [-2.687, 3.268, -1.725], [-1.655, 2.166, -1.547], [-0.606, 2.503, -0.890], [-1.953, 0.934, -2.091], [-1.248, -0.307, -2.013], [-1.821, -1.479, -2.765], [-0.158, -0.480, -1.322], [0.410, -1.743, -1.361], [1.383, -1.882, -0.500], [1.812, -1.022, 0.347], [2.082, -3.209, -0.526], [1.622, -4.264, -1.312], [2.291, -5.478, -1.317], [3.430, -5.654, -0.540], [3.890, -4.607, 0.245], [3.218, -3.393, 0.255], [-2.237, 4.232, -1.490], [-3.529, 3.099, -1.049], [-3.076, 3.297, -2.744], [-2.887, 0.888, -2.636], [-2.721, -1.186, -3.303], [-2.051, -2.287, -2.069], [-1.084, -1.875, -3.464], [0.737, -4.108, -1.912], [1.922, -6.292, -1.930], [3.952, -6.603, -0.546], [4.776, -4.737, 0.856], [3.553, -2.567, 0.867], [1.901, 2.364, 1.550], [0.577, 3.127, 2.291], [-0.400, 3.790, 1.667], [-1.496, 4.078, 2.591], [-0.992, 3.530, 3.942], [0.387, 3.158, 3.626], [-0.610, 3.475, 0.703], [-2.407, 3.578, 2.262], [-1.677, 5.154, 2.639], [-1.552, 2.645, 4.245], [-1.026, 4.283, 4.729], [0.859, 2.438, 4.147], [-1.489, 0.352, 1.942]],
  "atomic_forces_ev_per_a": [[0.27, 0.23, -0.17], [0.00, 0.04, -0.02], [0.14, 0.10, 0.07], [-0.22, -0.01, 0.26], [-0.04, -0.12, -0.06], [0.01, 0.09, -0.05], [0.00, -0.02, -0.03], [-0.07, -0.05, 0.09], [-0.02, -0.04, 0.00], [0.01, 0.02, 0.01], [-0.01, -0.03, -0.02], [0.00, -0.02, 0.01], [0.02, 0.00, -0.01], [0.00, 0.01, 0.00], [0.00, 0.00, 0.00], [0.00, 0.00, 0.00], [-0.02, -0.01, 0.01], [0.01, -0.01, -0.01], [0.02, 0.00, 0.03], [-0.02, -0.02, 0.00], [0.00, -0.01, -0.01], [0.00, 0.00, 0.00], [0.00, 0.00, 0.00], [-0.01, 0.00, 0.00], [0.00, 0.00, 0.00], [0.00, 0.00, 0.00], [0.00, 0.00, 0.00], [0.00, 0.00, 0.00], [0.00, 0.00, 0.00], [-0.19, -0.10, 0.08], [0.23, 0.10, -0.10], [-0.28, -0.40, -0.24], [-0.05, 0.09, -0.02], [0.03, -0.02, -0.05], [0.03, 0.00, 0.02], [0.22, 0.24, 0.10], [0.03, -0.04, 0.03], [0.00, 0.00, -0.02], [-0.04, 0.02, 0.01], [0.00, -0.01, 0.00], [-0.01, 0.03, 0.01], [-0.08, -0.05, 0.10]],
  "spin_multiplicity": 3,
  "s_squared": 2.009,
  "lumo_energy_ev": [2.73, 2.41],
  "relative_energy_kcal_mol": 0.0,
  "molar_mass_g_mol": 640.4,
  "total_charge": -1,
  "e_homo_ha": [-0.1205, -0.1427],
  "e_tot_ha": -1767.19377,
  "homo_lumo_gap_ha": [0.2207, 0.2314]
}

[3]
{
  "formula": "CH6N3O2",
  "method": "wB97M-V/def2-TZVPD",
  "symbols": ["C", "N", "N", "N", "O", "O", "H", "H", "H", "H", "H", "H"],
  "coordinates": [[-0.637, -0.361, -0.018], [1.028, 0.745, 0.196], [-1.589, 0.474, 0.098], [1.963, -0.375, 0.032], [-0.324, -1.482, 0.003], [-2.917, -0.081, -0.093], [0.870, 1.147, -0.722], [-1.433, 1.424, 0.444], [1.476, -1.243, 0.060], [2.701, -0.501, 0.878], [2.408, -0.422, -0.920], [-3.547, 0.676, 0.043]],
  "atomic_forces_ev_per_a": [[3.78, 1.19, 1.83], [-1.93, -2.17, 0.08], [-2.68, 0.71, -0.41], [2.54, 1.12, 0.74], [-0.62, -1.34, -0.84], [0.78, 1.42, 0.54], [0.83, 0.14, -0.41], [-0.26, -0.46, -0.28], [-1.49, -1.42, 0.20], [-1.88, 1.10, -2.54], [0.13, 0.45, 1.25], [0.79, -0.73, -0.15]],
  "lumo_energy_ev": -3.79,
  "relative_energy_kcal_mol": 38.6,
  "molar_mass_g_mol": 92.1,
  "total_charge": 1,
  "e_homo_ha": -0.5477,
  "e_tot_ha": -356.03817,
  "homo_lumo_gap_ha": 0.4085
}

[4]
{
  "formula": "C5H25NO6S",
  "method": "wB97M-V/def2-TZVPD",
  "symbols": ["C", "C", "C", "C", "S", "C", "N", "H", "H", "H", "H", "H", "H", "H", "H", "H", "H", "H", "H", "H", "H", "H", "O", "H", "H", "O", "H", "H", "O", "H", "H", "O", "H", "H", "O", "H", "H", "O"],
  "coordinates": [[-1.039, -3.063, 1.841], [-1.597, -2.337, 0.585], [-0.385, -2.168, -0.491], [-0.809, -1.571, -1.827], [0.446, -0.812, -2.988], [1.903, -0.961, -2.015], [-2.245, -1.061, 0.759], [-0.092, -3.536, 1.643], [-0.877, -2.281, 2.589], [-1.852, -3.670, 2.269], [-2.296, -3.008, 0.026], [0.024, -3.177, -0.644], [0.390, -1.664, 0.055], [-1.522, -2.128, -2.519], [-1.347, -0.646, -1.702], [2.053, -0.783, -0.969], [2.048, -2.004, -1.953], [2.775, -0.399, -2.356], [-1.847, -0.316, 1.252], [-3.269, -0.956, 0.428], [0.956, 2.918, -2.123], [1.069, 1.319, -1.999], [1.404, 2.159, -1.754], [-1.339, 2.301, 0.452], [-1.165, 0.707, 0.597], [-0.747, 1.517, 0.345], [2.152, 1.485, 4.126], [1.373, 2.154, 2.966], [1.339, 1.966, 3.961], [0.626, 1.685, 1.248], [1.536, 2.644, 0.375], [1.467, 2.293, 1.314], [-0.733, 2.955, -1.440], [-2.117, 3.231, -2.064], [-1.187, 3.339, -2.119], [0.280, -0.908, 4.723], [0.806, 0.289, 3.765], [0.503, -0.671, 3.864]],
  "atomic_forces_ev_per_a": [[-1.47, 1.75, 0.06], [0.80, -0.47, -2.14], [-0.74, -1.57, 0.41], [-0.16, 0.12, -1.18], [-0.26, -0.71, 1.65], [1.29, 0.92, -0.33], [-3.29, -1.03, -1.97], [0.02, -0.62, 0.06], [0.35, -0.10, -0.03], [0.69, -0.31, -0.28], [0.18, 0.60, 0.73], [-0.14, 0.13, -0.16], [0.36, 0.86, -0.08], [1.08, 0.12, 1.00], [-0.64, 0.77, 0.60], [-1.49, 0.85, 1.13], [0.60, -1.72, -0.60], [-0.26, -0.32, -1.05], [-0.02, 0.01, 1.63], [2.74, -0.15, 1.18], [-0.36, -0.22, -0.82], [-0.99, -0.29, -0.56], [1.62, 0.98, 1.24], [0.41, -1.25, 0.30], [-0.80, -0.18, -0.28], [-0.28, 1.54, -0.68], [0.45, 0.22, 0.18], [0.32, 0.23, 1.66], [-0.26, -0.15, -1.60], [2.24, 1.88, -0.18], [0.04, -0.68, 1.68], [-1.51, -1.03, -1.63], [1.15, -1.82, 3.03], [-1.09, -0.24, 0.38], [-0.25, 1.96, -3.37], [-0.45, -0.04, 2.47], [-0.86, -1.34, 1.09], [0.96, 1.29, -3.53]],
  "spin_multiplicity": 2,
  "s_squared": 0.753,
  "lumo_energy_ev": [-3.53, -8.15],
  "relative_energy_kcal_mol": 0.0,
  "molar_mass_g_mol": 227.3,
  "total_charge": 1,
  "e_homo_ha": [-0.4734, -0.4719],
  "e_tot_ha": -1109.47993,
  "homo_lumo_gap_ha": [0.3437, 0.1724]
}